Record 1
DFT (wB97M-V/def2-TZVPD) results for C22H18BrClFeN4O6Se3Te as an isolated structure in a non-equilibrium geometry.

CARTESIAN COORDINATES (ANGSTROEM)
Fe  -0.0568  -0.2926  0.1351
C  0.9160  2.2703  2.0425
O  0.0985  1.9606  0.9218
C  -0.9131  2.8336  0.6271
C  -1.2525  3.9287  1.3919
C  -2.2930  4.7385  0.9390
Br  -2.7862  6.2430  1.9926
C  -2.9456  4.4938  -0.2412
C  -2.5848  3.3824  -1.0169
C  -1.6047  2.5194  -0.5465
O  -1.2382  1.3838  -1.1630
C  -3.2184  3.2272  -2.3417
N  -4.2250  3.9724  -2.7325
C  -4.4834  3.5692  -4.0281
C  -5.4465  4.0152  -4.9359
C  -5.4762  3.4321  -6.1882
C  -4.5691  2.4182  -6.5478
C  -3.6094  1.9638  -5.6639
C  -3.5876  2.5604  -4.4048
N  -2.7828  2.3683  -3.3091
H  0.3627  2.1414  2.9757
H  1.2904  3.2921  1.9658
H  1.7521  1.5789  2.0141
H  -0.7436  4.1586  2.3155
H  -3.7223  5.1469  -0.6114
H  -2.0935  0.8093  -1.3817
H  -6.1459  4.7939  -4.6560
H  -6.2135  3.7585  -6.9125
H  -4.6272  1.9851  -7.5393
H  -2.9088  1.1812  -5.9240
H  -2.0282  1.6900  -3.2590
Se  0.5688  -2.9178  -1.2007
Se  0.8804  -4.3290  -2.8767
Te  -0.2915  -0.5284  -4.2140
Se  0.9234  -0.7247  -2.0680
O  1.8590  -0.8038  0.7916
N  2.1150  -0.9015  2.0352
N  1.0606  -0.8380  2.7474
O  -0.1236  -0.6575  2.2420
C  1.1874  -0.9044  4.1814
C  2.3214  -1.4389  4.7763
C  2.4011  -1.4728  6.1596
C  1.3560  -0.9918  6.9403
C  0.2250  -0.4750  6.3274
C  0.1337  -0.4312  4.9425
H  3.1224  -1.8172  4.1572
H  3.2832  -1.8905  6.6290
H  1.4203  -1.0318  8.0206
H  -0.5966  -0.1044  6.9284
H  -0.7431  -0.0495  4.4403
Cl  -3.2944  -3.8817  -0.7830
C  -3.9705  -2.2333  -0.7945
C  -2.9150  -1.1375  -0.8173
O  -3.1689  -0.1659  -1.5615
O  -1.9114  -1.2638  -0.0765
H  -4.5608  -2.1214  0.1116
H  -4.6049  -2.1304  -1.6662

Cartesian forces (eV/Å) of the 2 atoms listed first:
Fe -1.1 0.2 0.8
C 0.0 0.0 0.0

Summary:
Electronic energy (Eh): -13289.96333
2S+1: 6
Charge: -1
Largest force on an atom (Eh/bohr): 0.0267
<S²>: 8.767

What are the Löwdin partial charges on each atom? They are as follows, in elementary charge units: Fe 0.549; C -0.049; O -0.130; C -0.186; C -0.062; C -0.676; Br 0.707; C -0.075; C -0.047; C -0.191; O -0.097; C -0.249; N 0.165; C -0.233; C -0.032; C -0.115; C -0.107; C -0.015; C -0.182; N 0.184; H 0.100; H 0.103; H 0.082; H 0.097; H 0.104; H 0.049; H 0.103; H 0.089; H 0.093; H 0.091; H 0.052; Se -0.012; Se 0.027; Te 0.110; Se -0.106; O -0.277; N -0.005; N -0.238; O -0.133; C -0.165; C -0.020; C -0.085; C -0.098; C -0.080; C -0.016; H 0.109; H 0.102; H 0.098; H 0.103; H 0.114; Cl 0.560; C -0.476; C -0.667; O 0.006; O -0.127; H 0.079; H 0.075



Record 2
DFT (wB97M-V/def2-TZVPD) results for C31H25N6O4Re as an isolated structure.

CARTESIAN COORDINATES (ANGSTROEM)
Re  -0.1388  -0.4191  -0.1796
O  -1.4417  3.4665  -0.1147
C  -1.1687  2.3372  -0.3773
N  -0.5078  1.4205  0.4665
C  0.1479  1.8494  1.6425
O  0.3125  2.9769  1.9890
C  0.6451  0.6604  2.4301
C  1.1115  0.7957  3.7188
C  1.4952  -0.3485  4.4095
C  1.3996  -1.5841  3.7825
C  0.9385  -1.6476  2.4815
N  0.5678  -0.5426  1.8129
C  -1.5074  1.6954  -1.6997
C  -2.2081  2.3771  -2.6702
C  -2.4470  1.7465  -3.8854
C  -1.9657  0.4585  -4.0875
C  -1.2747  -0.1694  -3.0700
N  -1.0535  0.4358  -1.8900
H  1.1570  1.7832  4.1579
H  1.8579  -0.2771  5.4267
H  1.6827  -2.4941  4.2917
H  0.8654  -2.5882  1.9531
H  -2.5422  3.3847  -2.4604
H  -2.9941  2.2553  -4.6679
H  -2.1176  -0.0567  -5.0252
H  -0.8714  -1.1668  -3.1940
O  3.5229  6.2957  0.1476
C  4.2492  5.1723  0.2016
O  5.4209  5.1821  0.4180
C  3.5355  3.8689  -0.0758
C  2.5387  3.7461  -1.0381
C  1.9759  2.5085  -1.3095
C  2.4249  1.4055  -0.6003
C  3.4244  1.5052  0.3593
C  3.9874  2.7458  0.6088
N  1.8226  0.1073  -0.8165
C  2.5590  -0.8568  -1.2355
C  2.0038  -2.2092  -1.2759
C  2.7431  -3.2943  -1.6982
C  2.1617  -4.5619  -1.6554
C  0.8692  -4.6854  -1.1793
C  0.1817  -3.5487  -0.7727
N  0.7224  -2.3252  -0.8240
H  2.5759  6.1206  0.0920
H  2.2171  4.6109  -1.6049
H  1.2368  2.4045  -2.0917
H  3.7549  0.6313  0.9063
H  4.7909  2.8550  1.3246
H  3.5896  -0.6794  -1.5336
H  3.7562  -3.1549  -2.0504
H  2.7177  -5.4310  -1.9812
H  0.3828  -5.6487  -1.1178
H  -0.8282  -3.6214  -0.3912
C  -5.9983  -2.4337  1.5151
C  -4.6258  -1.9966  1.1400
C  -4.0523  -2.3513  -0.0863
C  -2.7968  -1.9061  -0.4138
N  -2.0556  -1.1281  0.4084
C  -2.6052  -0.7736  1.5923
C  -3.8574  -1.1853  1.9792
H  -6.2551  -3.3851  1.0534
H  -6.7180  -1.6907  1.1606
H  -6.1114  -2.5093  2.5942
H  -4.5931  -2.9712  -0.7876
H  -2.3572  -2.1597  -1.3710
H  -2.0129  -0.1341  2.2303
H  -4.2403  -0.8667  2.9382

Cartesian forces (eV/Å) of the 2 atoms listed first:
Re -0.1 0.1 0.0
O 0.0 -0.1 -0.1

Summary:
Electronic energy (Eh): -1903.27297
2S+1: 4
Charge: +3
Largest force on an atom (Eh/bohr): 0.0040
<S²>: 3.775

What are the Löwdin partial charges on each atom? They are as follows, in elementary charge units: Re 1.759; O 0.206; C -0.408; N -0.046; C -0.409; O 0.204; C -0.177; C 0.067; C 0.040; C 0.014; C -0.072; N -0.065; C -0.170; C 0.067; C 0.041; C 0.014; C -0.089; N -0.065; H 0.150; H 0.144; H 0.136; H 0.116; H 0.150; H 0.143; H 0.136; H 0.120; O 0.161; C -0.476; O 0.179; C -0.091; C 0.027; C -0.010; C -0.278; C -0.004; C 0.037; N -0.040; C 0.009; C -0.226; C 0.057; C 0.039; C 0.023; C -0.082; N -0.055; H 0.118; H 0.140; H 0.118; H 0.126; H 0.143; H 0.172; H 0.146; H 0.145; H 0.139; H 0.112; C 0.002; C -0.199; C 0.029; C -0.125; N -0.123; C -0.082; C 0.037; H 0.102; H 0.119; H 0.103; H 0.140; H 0.102; H 0.112; H 0.142



Record 3
DFT (wB97M-V/def2-TZVPD) results for C19H22IrN8O6S2 as an isolated structure in a non-equilibrium geometry.

CARTESIAN COORDINATES (ANGSTROEM)
Ir  1.0099  -0.7683  -0.3035
O  -3.7083  -0.7069  -3.9660
C  -3.9910  -1.4029  -2.8861
O  -5.0492  -1.9435  -2.7009
C  -2.9202  -1.5263  -1.8447
C  -3.0853  -2.2553  -0.6813
N  -1.9412  -2.1686  0.0158
N  -1.0462  -1.4213  -0.6352
C  -1.6122  -1.0166  -1.7583
C  -0.7867  -0.1246  -2.6353
O  -1.2485  0.2744  -3.6946
O  0.3601  0.1433  -2.1500
H  -2.7980  -0.3029  -3.9591
H  -3.9457  -2.8123  -0.3498
H  -1.7084  -2.5722  0.9118
N  3.0868  2.0258  0.5137
C  3.6496  1.0037  -0.1444
N  3.0148  -0.0651  -0.5702
C  3.8541  -0.9402  -1.2377
C  5.1330  -0.5406  -1.3104
S  5.3393  0.9795  -0.5239
C  3.2485  -2.1339  -1.7617
C  3.8376  -3.1755  -2.3654
S  2.6761  -4.3865  -2.7487
C  1.4275  -3.3912  -2.0786
N  1.8783  -2.2490  -1.6143
N  0.1454  -3.7876  -2.0501
H  2.1083  1.9673  0.7368
H  3.6345  2.8147  0.8020
H  5.9585  -1.0309  -1.7957
H  4.8805  -3.3184  -2.5873
H  -0.1486  -4.6345  -2.5005
H  -0.5411  -3.1425  -1.7078
C  2.2243  -3.2546  3.0370
C  2.0943  -2.7007  1.6339
O  2.9327  -2.9509  0.7904
O  1.0341  -1.9463  1.4523
H  2.9495  -4.0620  3.0347
H  1.2611  -3.6028  3.4058
H  2.5788  -2.4529  3.6855
N  0.3296  0.9382  0.7685
C  -0.3218  1.7750  1.2328
N  -0.9882  2.7513  1.7582
C  -0.8206  4.1361  1.2813
C  -2.1697  4.7012  0.8565
C  -3.1885  4.5630  1.9908
C  -3.3089  3.1032  2.4360
C  -1.9477  2.5671  2.8587
H  -0.1084  4.1420  0.4574
H  -0.4104  4.7301  2.1028
H  -2.5223  4.1696  -0.0307
H  -2.0354  5.7493  0.5870
H  -4.1592  4.9312  1.6611
H  -2.8694  5.1742  2.8405
H  -3.7009  2.4953  1.6165
H  -3.9958  3.0143  3.2782
H  -1.9863  1.5117  3.1218
H  -1.5830  3.1260  3.7248

Cartesian forces (eV/Å) of the 2 atoms listed first:
Ir -1.3 -0.4 -2.4
O 0.0 0.1 -0.1

Summary:
Electronic energy (Eh): -2527.36206
Charge: +1
Largest force on an atom (Eh/bohr): 0.0535

What are the Löwdin partial charges on each atom? They are as follows, in elementary charge units: Ir 1.440; O 0.149; C -0.500; O 0.124; C -0.026; C 0.034; N 0.062; N -0.076; C -0.143; C -0.557; O 0.090; O -0.113; H 0.076; H 0.152; H 0.176; N 0.130; C -0.641; N -0.041; C -0.328; C -0.309; S 1.117; C -0.351; C -0.311; S 1.126; C -0.634; N -0.041; N 0.150; H 0.049; H 0.111; H 0.091; H 0.092; H 0.116; H 0.061; C 0.006; C -0.666; O 0.044; O -0.217; H 0.084; H 0.079; H 0.088; N 0.071; C -0.178; N -0.071; C -0.121; C -0.168; C -0.189; C -0.171; C -0.120; H 0.130; H 0.134; H 0.123; H 0.121; H 0.118; H 0.120; H 0.121; H 0.121; H 0.131; H 0.134